Formula: C3H8N3O
Source: OMol25
Level of theory: wB97M-V/def2-TZVPD

Positions of all 15 atoms, in Å:
C 1.765 0.017 -0.768
C 1.617 0.990 0.420
C -0.383 0.613 -0.598
N 0.615 -0.187 -1.346
N -1.552 0.873 -1.132
N -0.872 -1.199 0.768
O 0.205 1.302 0.383
H 2.692 -0.446 -1.005
H 1.737 0.377 1.359
H 2.236 1.927 0.242
H -1.752 0.268 -1.945
H -2.165 1.650 -0.995
H -1.748 -1.699 0.842
H -0.471 -1.116 1.684
H -0.258 -1.765 0.297

Atomic forces in eV per Å
-3.3 1.3 0.8
0.1 -1.0 -0.6
2.8 0.3 -0.2
0.1 0.5 1.2
0.9 -1.4 -1.2
-1.3 1.2 1.0
-0.9 0.1 -1.2
0.4 -0.4 -0.6
0.6 1.2 -0.7
-0.8 -1.2 0.8
0.1 0.6 0.7
0.0 0.4 0.7
-0.2 0.0 0.1
-0.2 0.2 0.7
1.6 -2.0 -1.6

The total charge is +1. The energy above the lowest of the compared OMol25 structures with the same formula, charge and spin is 133.5 kJ/mol. The value obtained for the HOMO energy is -14.90 eV.

=====

Formula: C2H2Cl3NS
Source: OMol25
Level of theory: wB97M-V/def2-TZVPD

Positions of all 9 atoms, in Å:
C -0.205 0.014 0.117
C 1.902 2.187 -1.764
N 0.590 -0.772 0.486
S 1.787 -1.525 1.232
Cl 0.227 2.699 -2.255
Cl 2.823 1.465 -3.125
Cl 2.834 3.561 -1.138
H 1.982 1.561 -0.840
H -0.878 0.719 -0.414

Atomic forces in eV per Å
0.6 -1.1 -0.3
0.8 0.1 0.6
-1.6 2.7 -0.3
0.2 -0.6 -0.1
1.2 -0.6 0.5
-0.8 0.1 0.6
-0.1 0.5 -0.3
-1.0 -0.2 -1.4
0.8 -1.0 0.7

Its SMILES is C#[N+][S-].ClC(Cl)Cl. The energy above the lowest of the compared OMol25 structures with the same formula, charge and spin is 190.6 kJ/mol. The value obtained for the HOMO energy is -8.85 eV.

=====

Formula: C4H14O3
Source: OMol25
Level of theory: wB97M-V/def2-TZVPD

Positions of all 21 atoms, in Å:
O 0.284 0.472 -1.970
H -0.405 1.142 -1.932
H -0.197 -0.362 -1.914
C 1.308 4.039 2.435
C 1.350 2.645 1.844
O 0.591 2.625 0.639
H 0.299 4.337 2.716
H 1.734 4.763 1.741
H 1.921 4.059 3.342
H 0.927 1.914 2.544
H 2.388 2.359 1.647
H 0.988 1.998 0.026
C -1.681 -4.112 -1.488
C -0.663 -2.987 -1.291
O -1.251 -1.749 -0.917
H -1.395 -4.789 -2.290
H -2.658 -3.685 -1.720
H -1.787 -4.700 -0.574
H -0.108 -2.808 -2.211
H 0.073 -3.303 -0.543
H -1.720 -1.857 -0.084

Atomic forces in eV per Å
0.2 0.2 -0.1
0.0 0.0 0.0
-0.1 0.0 0.3
0.4 -0.2 0.3
-0.1 0.0 -0.1
0.1 0.0 -0.1
-0.1 0.0 -0.1
-0.1 0.0 -0.1
-0.1 0.0 0.0
0.1 0.1 0.0
0.0 0.0 0.0
-0.1 -0.1 0.0
-0.1 0.2 0.3
0.2 -0.6 0.1
-0.1 0.0 -0.1
0.0 0.0 0.0
0.0 0.0 -0.2
-0.1 0.0 0.0
-0.1 0.2 0.0
0.0 0.1 0.0
0.0 0.0 0.0

Its SMILES is CCO.CCO.O. The energy above the lowest of the compared OMol25 structures with the same formula, charge and spin is 90.5 kJ/mol. The value obtained for the HOMO energy is -10.00 eV.

=====

Formula: C36H76Br2IN3O13P2S
Source: OMol25
Level of theory: wB97M-V/def2-TZVPD

Positions of all 134 atoms, in Å:
C 0.446 -0.739 1.280
C 0.769 0.531 1.402
C 0.526 1.569 0.316
I 0.043 3.422 1.344
O -0.355 1.133 -0.676
C -1.734 1.002 -0.515
Br -2.534 0.789 1.249
C -2.139 -0.308 -1.310
O -1.082 -0.741 -2.131
C -1.531 -1.742 -3.056
C -0.753 -3.070 -2.887
P -2.779 2.328 -1.405
O -2.528 2.199 -2.995
O -2.456 3.811 -0.860
S -4.687 1.997 -1.117
C 1.972 1.623 -0.434
C 3.061 1.706 0.658
O 4.220 2.337 0.099
C 5.388 2.153 0.896
C 5.937 3.550 1.260
O 2.036 0.343 -1.012
C 2.684 0.039 -2.239
C 4.192 0.364 -2.315
C 5.020 -0.469 -3.260
N 6.270 -0.428 -3.123
C 2.591 -1.528 -2.223
C 3.302 -2.203 -1.027
C 4.159 -3.422 -1.503
C 5.329 -3.616 -0.532
O 4.896 -4.148 0.708
C 1.858 0.402 -3.530
C 2.492 1.378 -4.546
C 3.014 0.704 -5.822
C 3.598 1.689 -6.849
C 4.567 2.721 -6.280
O 3.854 3.947 -6.045
C 4.261 4.617 -4.876
P 2.306 3.122 -1.542
O 2.587 4.394 -0.525
Br 0.376 3.761 -2.566
H -0.419 -1.123 0.754
H 1.096 -1.457 1.795
H 1.200 0.843 2.344
H -2.307 -1.089 -0.557
H -3.085 -0.176 -1.839
H -1.401 -1.309 -4.050
H -2.590 -1.971 -2.915
H -1.470 -3.884 -2.778
H -0.210 -3.260 -3.814
H -0.098 -3.013 -2.022
H -3.423 2.088 -3.368
H -2.872 4.419 -1.499
H 3.370 0.704 0.960
H 2.753 2.317 1.513
H 6.121 1.589 0.315
H 5.130 1.669 1.842
H 6.568 3.922 0.452
H 5.075 4.214 1.322
H 6.484 3.526 2.200
H 4.413 1.415 -2.507
H 4.607 0.184 -1.323
H 4.613 -1.136 -4.023
H 6.723 -1.027 -3.813
H 2.817 -1.959 -3.196
H 1.521 -1.693 -2.077
H 3.872 -1.522 -0.393
H 2.528 -2.638 -0.387
H 3.510 -4.300 -1.445
H 4.472 -3.304 -2.540
H 5.827 -2.645 -0.414
H 6.047 -4.335 -0.928
H 4.161 -3.622 1.054
H 1.534 -0.487 -4.073
H 0.946 0.867 -3.143
H 1.678 2.017 -4.909
H 3.215 2.074 -4.133
H 2.191 0.176 -6.314
H 3.778 -0.051 -5.620
H 4.158 1.089 -7.575
H 2.840 2.231 -7.418
H 5.371 2.956 -6.987
H 5.018 2.413 -5.330
H 4.094 5.693 -4.953
H 3.672 4.284 -4.009
H 5.319 4.468 -4.632
H 1.938 5.093 -0.709
C 0.850 -5.231 7.453
O 1.803 -5.755 6.546
C 1.405 -6.982 5.942
C 1.155 -6.793 4.459
N -0.049 -6.002 4.226
C -0.230 -5.591 2.836
C 0.797 -4.629 2.243
O 0.779 -3.333 2.821
C 1.576 -3.186 3.986
H 1.299 -4.367 7.942
H -0.057 -4.901 6.935
H 0.587 -5.967 8.218
H 0.531 -7.411 6.440
H 2.236 -7.682 6.068
H 1.037 -7.772 3.987
H 2.045 -6.311 4.033
H -0.012 -5.171 4.802
H -1.209 -5.108 2.775
H -0.281 -6.486 2.208
H 0.531 -4.485 1.190
H 1.813 -5.042 2.245
H 2.458 -3.831 3.967
H 0.992 -3.380 4.889
H 1.906 -2.147 4.033
C -10.239 3.780 4.887
O -10.162 4.497 3.669
C -8.930 5.190 3.488
C -8.132 4.580 2.353
N -7.618 3.265 2.716
C -7.030 2.527 1.597
C -7.968 2.108 0.465
O -8.933 1.141 0.848
C -10.126 1.664 1.403
H -11.252 3.392 4.979
H -9.543 2.934 4.898
H -10.036 4.432 5.742
H -8.346 5.219 4.412
H -9.184 6.221 3.222
H -7.291 5.238 2.113
H -8.790 4.530 1.475
H -8.375 2.714 3.101
H -6.588 1.619 2.015
H -6.206 3.112 1.182
H -7.355 1.626 -0.301
H -8.445 2.965 -0.026
H -10.382 2.641 0.985
H -10.057 1.733 2.492
H -10.934 0.968 1.172

Atomic forces in eV per Å
0.5 -1.0 0.5
-1.0 0.7 -0.2
0.9 -0.8 0.5
-0.1 0.2 -0.1
-0.4 0.7 0.7
-0.2 -0.2 -1.6
0.3 0.3 0.1
0.6 -0.5 0.9
-0.6 0.1 -0.4
0.3 -0.2 0.2
-0.6 0.5 -0.7
-2.1 0.0 0.8
0.6 0.3 0.5
0.7 -0.6 -1.0
0.2 -0.1 -0.3
-1.4 0.3 1.8
0.9 0.8 -0.3
-0.2 -0.6 -0.1
0.1 1.3 0.3
-0.3 -0.5 -0.6
0.4 0.9 -0.7
0.5 -2.4 -2.1
-0.5 0.4 0.5
0.0 -0.1 0.1
0.8 0.0 -0.1
-0.9 0.7 1.5
-0.3 -1.2 -0.9
-0.2 0.6 1.0
-0.2 -0.1 -0.8
-0.1 0.1 0.3
0.3 1.5 0.8
-0.9 -0.2 -0.9
0.1 0.4 -0.1
0.7 -0.3 0.0
-0.4 0.7 0.1
0.2 -0.1 0.0
-0.1 0.2 0.6
1.3 0.2 -1.2
-0.7 -0.3 -0.3
0.1 -0.1 0.4
0.6 -0.1 -0.9
-1.1 0.2 0.4
1.0 0.2 -0.5
-0.2 0.1 0.0
0.1 0.2 -0.1
0.0 -0.2 -0.1
0.0 0.3 0.0
0.1 -0.1 0.2
0.4 -0.1 0.3
0.1 -0.1 -0.1
0.2 0.0 0.1
0.1 0.1 0.4
-0.5 -0.1 0.1
-0.2 -0.2 0.0
-0.1 -0.2 0.2
0.0 -0.4 -0.2
0.1 0.1 0.1
0.1 0.1 0.3
0.1 0.1 0.0
-0.2 0.0 -0.1
0.1 0.0 0.0
-0.5 0.3 0.1
0.0 0.0 0.1
0.4 0.0 0.1
0.0 0.0 -0.2
0.1 0.1 -0.3
0.0 0.3 0.2
0.2 -0.1 -0.2
0.3 0.1 0.1
0.1 -0.1 0.1
0.0 0.0 0.1
0.2 0.0 -0.2
0.1 -0.1 0.2
-0.1 -0.2 -0.1
0.1 0.1 0.2
0.1 -0.2 0.3
0.0 -0.1 0.2
0.0 0.1 0.2
-0.1 0.1 -0.1
-0.1 0.0 0.2
0.0 -0.2 0.0
0.0 -0.3 -0.2
-0.1 -0.1 -0.4
0.1 -0.1 0.0
0.0 0.0 -0.2
0.1 -0.2 0.3
0.2 0.1 -0.1
-0.3 0.0 0.1
0.4 -0.1 -0.1
-0.2 0.2 0.1
0.2 -0.1 -0.1
-0.2 0.1 0.2
-0.2 -0.1 -0.3
0.3 -0.4 0.2
-0.2 0.3 0.0
0.0 0.0 0.0
-0.1 -0.1 0.1
-0.1 0.0 0.0
-0.1 0.1 0.0
0.0 0.0 0.0
0.0 0.0 0.0
0.1 -0.2 0.0
0.0 0.0 0.0
0.0 0.0 -0.1
0.1 0.0 0.0
0.0 0.0 0.0
0.0 0.0 0.2
0.0 -0.1 0.0
0.1 -0.1 0.1
0.0 0.0 -0.1
-0.1 0.0 -0.2
0.1 -0.1 0.2
-0.1 0.2 -0.3
-0.1 -0.3 0.2
0.0 0.1 -0.1
-0.1 -0.1 0.2
0.3 -0.1 -0.1
-0.1 0.2 0.0
0.0 -0.3 0.0
0.0 0.0 -0.1
0.1 0.0 0.1
0.0 0.0 0.0
0.0 -0.1 0.0
0.0 0.0 0.0
0.0 0.0 0.0
0.0 0.2 0.0
0.0 0.0 0.0
0.0 0.0 -0.1
0.0 0.0 0.0
0.0 0.0 0.0
-0.1 0.0 0.1
0.1 0.0 0.1
-0.1 0.2 0.0
0.0 0.0 0.0

Its SMILES is [H]/N=C/C[C@](CCCCO)(CCCCCOC)O[C@@](COCC)(P(O)Br)[C@](I)(C=C)O[C@](Br)(COCC)P(O)(O)=S.COCCNCCOC.COCCNCCOC. The value obtained for the HOMO energy is -8.34 eV.

=====

Formula: C9H13N4
Source: OMol25
Level of theory: wB97M-V/def2-TZVPD

Positions of all 26 atoms, in Å:
C -0.016 0.727 2.747
C 1.640 -1.271 2.328
C 0.290 -0.149 0.656
C -1.619 -1.062 -2.239
C -1.270 0.417 -2.511
C -0.517 -1.557 -1.258
C -0.975 0.894 -1.145
C 1.961 1.496 1.230
C 0.399 1.081 1.369
N -0.422 0.469 3.782
N 2.181 -1.464 3.311
N -0.330 -0.271 -0.464
N 0.959 -1.250 1.199
H -2.642 -1.105 -1.602
H -1.694 -1.558 -3.232
H -0.330 0.378 -3.071
H -2.103 1.006 -2.855
H -0.913 -2.287 -0.531
H 0.550 -1.919 -1.635
H -0.389 1.801 -1.178
H -1.993 1.169 -0.647
H 2.381 1.219 0.318
H 2.477 0.913 1.981
H 1.933 2.554 1.299
H -0.268 1.930 1.126
H 0.711 -2.161 1.023

Atomic forces in eV per Å
0.3 1.0 -0.4
0.3 0.3 0.9
0.2 -2.8 -0.9
-1.8 -0.2 0.3
0.4 -1.7 0.7
1.2 0.3 0.2
-1.9 0.9 1.5
-2.2 -0.5 1.6
1.1 1.7 1.7
-0.3 -0.2 0.6
0.9 -0.1 1.0
-0.1 0.2 -0.6
-0.8 2.6 -1.2
2.2 -0.1 -1.8
-0.1 -0.3 1.1
-0.5 0.6 -0.6
0.1 0.0 -1.0
0.2 0.0 -0.6
-2.4 0.9 0.4
0.6 0.0 0.5
1.8 -0.7 -0.4
0.3 -0.5 -1.9
0.4 0.7 0.4
0.7 0.9 0.6
0.4 -0.8 -0.6
-1.1 -2.4 -1.6

The total charge is +1. Its SMILES is C[C@H](C#N)/C(=[NH+]\C#N)N1CCCC1. The energy above the lowest of the compared OMol25 structures with the same formula, charge and spin is 322.6 kJ/mol. The value obtained for the HOMO energy is -14.71 eV.

=====

Computed values of LUMO energy (unit: eV) for the preceding records, in sequence: -4.39; 0.16; 0.71; 0.16; -4.24.